ORCA calculation (ωB97M-V/def2-TZVPD) on a cluster of 15 separate species, C60H99F21O38 in total.

```
! wB97M-V def2-TZVPD RIJCOSX def2/J DEFGRID3
* xyz 1 2
C -5.81 -7.98 -2.24
C -6.17 -6.48 -2.38
O -5.18 -5.58 -1.97
C -5.42 -4.36 -1.59
O -6.51 -3.97 -1.11
O -4.30 -3.69 -1.65
C -4.28 -2.31 -1.11
H -6.30 -8.60 -2.99
H -6.09 -8.46 -1.31
H -4.75 -8.16 -2.40
H -7.16 -6.29 -1.96
H -6.45 -6.21 -3.39
H -5.02 -1.69 -1.63
H -3.25 -2.02 -1.32
H -4.55 -2.11 -0.08
C 4.77 4.87 1.88
C 3.67 5.62 1.07
O 2.72 4.69 0.56
C 1.72 4.23 1.37
O 1.50 4.49 2.56
O 0.81 3.52 0.62
C -0.43 3.09 1.26
H 5.29 4.30 1.10
H 4.36 4.23 2.66
H 5.44 5.60 2.32
H 4.13 6.17 0.25
H 3.09 6.35 1.64
H -1.23 3.20 0.52
H -0.69 3.65 2.16
H -0.28 2.06 1.57
C -3.67 1.15 1.44
C -4.83 0.67 2.46
O -4.82 1.82 3.32
C -5.51 1.76 4.47
O -6.08 0.73 4.87
O -5.43 2.93 5.09
C -6.04 3.01 6.37
H -2.75 1.27 2.00
H -3.98 2.11 1.03
H -3.59 0.46 0.60
H -4.39 -0.22 2.93
H -5.80 0.39 2.04
H -6.14 4.07 6.57
H -5.45 2.46 7.10
H -7.07 2.67 6.38
C 0.51 0.28 -7.15
C 0.97 1.04 -8.32
O 1.43 0.20 -9.31
C 2.73 -0.02 -9.54
O 3.59 0.21 -8.76
O 2.86 -0.60 -10.78
C 4.16 -1.08 -11.19
H 0.17 0.84 -6.27
H 1.36 -0.30 -6.79
H -0.30 -0.36 -7.49
H 1.73 1.80 -8.10
H 0.13 1.63 -8.69
H 4.20 -1.22 -12.27
H 4.44 -1.98 -10.63
H 4.87 -0.28 -10.99
C 5.21 -0.73 1.19
C 4.51 -1.86 1.95
O 5.40 -3.02 1.87
C 4.97 -4.13 1.41
O 3.90 -4.41 0.97
O 6.09 -4.88 1.23
C 6.13 -6.04 0.37
H 4.74 0.25 1.30
H 5.42 -1.06 0.17
H 6.16 -0.68 1.73
H 3.57 -1.94 1.42
H 4.29 -1.51 2.96
H 7.13 -6.49 0.40
H 6.03 -5.69 -0.65
H 5.36 -6.78 0.59
C 3.83 -3.36 7.33
C 3.51 -2.85 5.89
O 2.66 -3.87 5.42
C 1.95 -3.70 4.30
O 1.95 -2.70 3.56
O 1.16 -4.80 4.12
C 0.48 -5.01 2.93
H 4.36 -4.30 7.12
H 2.94 -3.55 7.93
H 4.55 -2.77 7.89
H 4.36 -2.78 5.21
H 2.92 -1.93 5.90
H -0.04 -5.95 2.75
H 1.14 -4.75 2.10
H -0.24 -4.18 2.87
C -0.93 4.49 -5.32
C 0.62 4.52 -5.60
O 1.30 3.26 -5.27
C 2.65 3.18 -5.55
O 3.33 4.17 -5.85
O 3.06 1.97 -5.31
C 4.38 1.78 -4.95
H -1.45 5.44 -5.50
H -1.05 4.20 -4.28
H -1.38 3.68 -5.89
H 1.06 5.20 -4.87
H 0.79 4.77 -6.65
H 4.54 2.44 -4.10
H 5.07 1.90 -5.78
H 4.51 0.75 -4.62
C -2.14 -7.16 -0.11
C -2.05 -5.67 0.15
O -3.04 -5.23 1.04
C -3.00 -4.15 1.80
O -2.09 -3.35 1.75
O -4.06 -4.09 2.50
C -4.26 -3.05 3.47
H -2.10 -7.78 0.79
H -1.34 -7.38 -0.81
H -3.06 -7.43 -0.63
H -2.10 -4.98 -0.70
H -1.10 -5.35 0.58
H -3.34 -2.68 3.91
H -4.89 -3.30 4.33
H -4.83 -2.23 3.04
C 7.40 -0.52 -4.28
C 7.01 -0.91 -2.81
O 5.63 -0.59 -2.61
C 4.73 -1.54 -2.72
O 4.96 -2.62 -3.30
C 3.34 -1.20 -2.21
F 2.38 -1.35 -3.15
F 3.03 -2.08 -1.25
F 3.26 -0.02 -1.71
H 6.80 -1.05 -5.02
H 8.44 -0.71 -4.54
H 7.23 0.54 -4.42
H 7.66 -0.35 -2.14
H 7.18 -1.98 -2.65
C -1.89 8.11 2.14
C -1.54 6.78 1.45
O -0.55 6.82 0.44
C -0.80 7.29 -0.81
O -1.84 7.83 -1.19
C 0.34 7.00 -1.81
F 1.55 6.95 -1.24
F 0.07 5.78 -2.30
F 0.41 7.87 -2.82
H -1.02 8.72 2.36
H -2.57 7.93 2.97
H -2.41 8.80 1.48
H -2.45 6.35 1.04
H -1.17 6.08 2.20
C 2.41 1.15 3.85
C 2.36 0.61 5.31
O 2.36 1.68 6.28
C 1.93 1.49 7.49
O 1.69 0.40 7.97
C 1.73 2.88 8.20
F 2.20 3.83 7.43
F 0.47 3.17 8.37
F 2.37 2.75 9.38
H 2.44 0.35 3.11
H 3.33 1.67 3.56
H 1.57 1.77 3.55
H 3.23 -0.01 5.49
H 1.46 0.01 5.49
C -4.50 2.49 -3.00
C -5.14 1.32 -2.32
O -6.29 1.76 -1.67
C -6.76 1.21 -0.58
O -6.30 0.13 -0.15
C -7.91 2.04 0.10
F -7.54 2.32 1.31
F -8.08 3.16 -0.54
F -9.02 1.34 0.01
H -3.74 2.22 -3.73
H -4.00 3.15 -2.29
H -5.28 3.09 -3.44
H -4.41 0.80 -1.72
H -5.40 0.61 -3.11
C 0.75 -0.68 1.39
C -0.18 -0.88 0.20
O 0.09 0.18 -0.69
C -0.83 0.72 -1.43
O -2.05 0.69 -1.19
C -0.33 1.62 -2.58
F -1.09 1.35 -3.61
F -0.44 2.92 -2.31
F 0.95 1.35 -2.90
H 0.48 0.23 1.93
H 1.76 -0.50 1.01
H 0.63 -1.52 2.07
H -1.23 -0.96 0.51
H 0.16 -1.76 -0.33
C -2.33 4.20 4.77
C -1.15 3.53 5.57
O -1.41 2.28 6.01
C -1.29 1.23 5.20
O -0.95 1.24 4.02
C -1.65 -0.13 5.85
F -2.76 -0.59 5.27
F -0.62 -1.02 5.67
F -1.83 -0.03 7.20
H -2.74 3.64 3.92
H -2.13 5.23 4.47
H -3.08 4.40 5.53
H -0.99 4.09 6.50
H -0.30 3.53 4.88
C -0.94 -2.35 -3.89
C -0.81 -3.44 -2.83
O 0.41 -4.15 -3.10
C 1.09 -4.81 -2.10
O 0.83 -4.85 -0.89
C 2.34 -5.52 -2.64
F 2.20 -6.78 -2.54
F 2.58 -5.19 -3.88
F 3.41 -5.21 -1.85
H -1.14 -2.78 -4.87
H 0.03 -1.85 -3.92
H -1.78 -1.70 -3.64
H -1.66 -4.11 -2.96
H -0.90 -3.02 -1.83
*
```

Maximum force in eV/Å: 5.379
Orbital gap (alpha / beta) in eV: 9.92 / 2.37